{
  "formula": "C58H61HgN5O9PSSi2Te",
  "method": "the ωB97M-V functional and the def2-TZVPD basis",
  "spin_multiplicity": 2,
  "total_charge": -2,
  "total_energy_ha": -4937.8988,
  "elements": ["C", "H", "H", "H", "C", "C", "H", "H", "H", "C", "C", "H", "H", "C", "H", "C", "C", "H", "C", "C", "C", "C", "O", "C", "H", "C", "C", "C", "H", "H", "C", "C", "H", "C", "H", "H", "C", "H", "C", "H", "C", "H", "O", "C", "H", "Si", "H", "C", "C", "O", "C", "H", "H", "H", "C", "N", "H", "H", "C", "H", "H", "H", "C", "O", "H", "H", "C", "H", "H", "N", "C", "H", "C", "C", "O", "H", "H", "Te", "H", "C", "H", "S", "C", "Si", "H", "N", "H", "C", "N", "H", "C", "H", "C", "H", "C", "H", "C", "H", "H", "C", "C", "H", "H", "C", "C", "C", "C", "H", "C", "H", "H", "C", "C", "H", "C", "O", "C", "H", "C", "H", "C", "C", "H", "H", "O", "Hg", "O", "C", "C", "C", "P", "O", "N", "C", "H", "H", "H", "H", "H"],
  "positions_angstrom": [[4.57868, 2.40692, 0.59707], [-5.00334, 5.09028, 3.16272], [-0.57067, 5.04896, 2.16781], [2.24452, -0.85302, -7.40561], [-1.59818, -2.17052, 4.49342], [4.53948, 1.04813, 0.18860], [0.44790, 1.20527, -4.77119], [3.67453, 5.90951, -3.09676], [2.70671, 0.86253, -3.51771], [-0.10682, 4.34298, 2.85827], [2.86763, 5.34260, -2.64764], [3.18422, -0.57983, -2.63201], [2.75610, -7.49752, -1.92257], [2.26076, -6.55105, -1.73704], [-3.34588, -0.45381, -5.39780], [0.98894, -4.14354, -1.19911], [0.61917, 5.17789, -1.91202], [1.23987, -3.01373, -4.75969], [-5.74631, 1.36205, 4.14264], [-4.38581, 4.39004, 2.61129], [3.45131, 2.94555, 1.16424], [-2.96693, -4.48565, 3.87396], [-1.20386, 6.52814, -0.54445], [-3.89402, 1.39862, 5.65692], [-2.88370, 2.26476, -2.14409], [-2.40367, 2.72852, -5.29379], [-3.67452, 0.27534, 3.51115], [3.38659, 0.32337, 0.34003], [-4.00684, -0.25690, 0.46281], [4.60429, -3.24962, -1.53459], [3.42151, -1.12083, 0.03443], [2.50528, -0.20697, -3.40317], [5.02065, -0.03761, -5.51767], [1.96414, -0.31654, -6.49330], [-2.70401, 0.51983, -1.95466], [1.44123, 6.96495, -2.77627], [-4.98655, 0.64235, 3.22476], [2.83016, -3.43949, -4.14538], [-4.05746, 2.89561, 0.76795], [4.86360, -1.60546, -6.32742], [-0.28963, -3.03866, 1.15832], [-5.43559, 0.38660, 2.27370], [-1.77920, 5.82149, -2.81558], [-3.13930, 0.68587, 4.73841], [-0.95074, 2.61701, 3.91188], [2.80709, -1.11114, -5.00956], [-3.27905, -1.87373, 0.40994], [2.29157, 2.17456, 1.28787], [2.92390, -5.54926, -1.04546], [2.35392, -5.85672, 4.64171], [-3.76185, -1.14197, 1.05477], [5.24229, -1.53474, -4.59777], [2.54833, -3.41222, -5.89333], [5.24191, -3.56307, 0.09612], [2.07541, -3.56953, 4.09861], [2.23712, 0.85585, 0.84659], [2.20533, 2.23313, -1.40679], [-2.74250, 4.56378, 3.97541], [-2.78080, 2.59739, 1.22750], [-0.72545, -3.28456, 6.10361], [-5.80638, 2.28663, 6.08245], [-2.15295, 1.91424, 0.67362], [1.22356, -3.83220, 3.03490], [4.66185, -1.62224, -0.25395], [3.42860, 3.96345, 1.52965], [-1.74755, -0.28379, -6.14262], [2.39210, -2.24056, 4.36322], [-0.70167, -4.98138, -2.20486], [3.93320, -5.72364, -0.68211], [1.01469, -1.50694, 2.56676], [4.48462, -3.02699, -0.47052], [5.41381, 0.56112, -0.21747], [-2.45639, -2.17499, 3.38940], [2.29839, -4.32818, -0.78754], [-0.77317, -2.00826, 0.53085], [-1.92156, -1.18279, -4.62915], [-1.94621, -5.36549, 5.54975], [0.50189, -0.31694, -2.56557], [3.05124, -2.02135, 5.19357], [-4.85812, 3.79877, 1.44441], [-1.72807, 2.81725, -6.15114], [-1.10299, 5.52133, -1.57416], [-3.11055, 4.09460, 3.06618], [-1.95843, 1.26549, -4.19792], [5.48766, 2.98589, 0.49372], [-1.49155, 4.05688, -1.03136], [-0.00271, 4.80530, 3.83770], [-0.44700, 3.21755, -1.04427], [0.00441, 2.09992, 2.14133], [-5.84655, 4.04426, 1.07393], [-0.11790, 1.30112, -3.84200], [-4.66889, -1.55546, 1.49564], [-3.14193, -3.34927, 3.09322], [-2.10890, 0.44788, 4.97332], [1.85156, -1.24464, 3.57126], [0.87264, -0.34735, -6.40424], [-2.28813, 3.20936, 2.36736], [-2.35136, 3.65980, -4.71685], [0.94519, -4.84828, 2.79163], [0.82507, 3.86691, -1.53583], [-2.11084, -4.46814, 4.96503], [-3.79137, -3.40997, 2.22988], [-1.01501, -1.28554, 4.71447], [-0.87773, 3.00179, 2.88752], [2.31009, -2.90929, -4.94947], [3.05007, -3.29832, 0.01616], [-5.21042, 1.73250, 5.36612], [0.47152, -3.23190, -0.93779], [1.62418, 5.94097, -2.47301], [2.26474, 0.73004, -6.61536], [-6.76699, 1.63285, 3.89429], [-3.01179, 1.30520, -2.65611], [0.95684, -6.34490, -2.17484], [4.06042, 3.56987, -2.40705], [0.32380, -5.14424, -1.89392], [-0.59083, -4.19881, 0.91215], [1.11966, 2.71978, 1.91084], [2.07345, -0.19360, 3.73959], [2.06124, 3.26821, -1.69981], [-3.45488, 1.69663, 6.60354], [-1.42782, -3.30049, 5.27747], [-2.28031, -0.31090, -5.18477], [3.08760, -3.68718, 1.04033], [-3.42542, 2.62953, -5.67867], [-0.44665, 2.00465, -0.76369], [0.16441, -0.00768, 0.95034], [3.27228, -4.28748, 6.00434], [4.65759, -1.06446, -5.39677], [0.70393, -2.77815, 2.29871], [2.62953, -4.69642, 5.01055], [-2.55499, -0.65559, 2.34765], [1.19703, 4.00422, 2.35717], [2.46394, -1.95042, 0.09121], [3.08517, 4.02016, -2.26291], [-4.07194, 1.17105, -2.89297], [-3.48747, -5.39987, 3.61160], [0.16244, 2.24421, -3.37078], [-4.41704, 2.42739, -0.14281], [0.43850, -7.12493, -2.72058]],
  "atomic_forces_ev_per_a": [[-0.048, 0.107, 0.084], [-0.002, -0.028, -0.025], [0.009, 0.012, -0.046], [-0.015, 0.005, 0.068], [0.024, -0.071, -0.106], [0.043, -0.054, -0.084], [-0.086, -0.064, 0.020], [0.005, -0.001, 0.018], [-0.005, -0.035, 0.080], [0.016, -0.091, -0.200], [-0.012, -0.029, 0.014], [0.022, -0.023, -0.004], [-0.006, 0.029, -0.006], [0.061, 0.012, 0.016], [0.091, 0.039, 0.026], [0.161, 0.161, -0.268], [-0.103, -0.155, 0.088], [-0.003, -0.024, -0.003], [0.001, -0.041, 0.030], [0.096, 0.021, -0.013], [0.171, -0.028, -0.019], [-0.008, -0.032, 0.059], [0.048, 0.001, 0.087], [0.033, -0.065, 0.016], [-0.002, -0.060, -0.019], [-0.019, 0.132, 0.120], [0.180, 0.185, 0.022], [-0.093, 0.220, -0.007], [-0.001, -0.036, 0.012], [-0.020, 0.069, -0.043], [-0.133, -0.306, -0.041], [-0.136, -0.076, 0.108], [-0.029, -0.088, 0.023], [-0.170, 0.140, 0.112], [-0.087, 0.047, -0.043], [0.030, -0.028, 0.004], [-0.019, 0.037, 0.053], [-0.034, -0.005, -0.009], [-0.061, -0.052, -0.042], [-0.015, 0.041, 0.073], [-0.215, 0.282, 0.369], [0.038, -0.017, 0.010], [0.011, -0.032, -0.071], [-0.056, 0.067, -0.084], [-0.052, 0.052, 0.052], [0.230, -0.117, -0.276], [0.031, -0.013, -0.027], [-0.238, -0.064, 0.107], [0.009, 0.001, -0.059], [0.115, 0.270, 0.150], [0.158, 0.083, 0.095], [-0.053, 0.051, -0.078], [-0.017, 0.075, 0.063], [0.054, 0.021, 0.018], [0.017, 0.040, 0.118], [0.229, 0.301, -0.023], [-0.026, 0.046, -0.031], [-0.030, -0.026, -0.031], [-0.011, -0.038, 0.057], [-0.028, 0.008, -0.054], [0.017, 0.000, -0.036], [0.027, 0.082, -0.063], [-0.096, -0.082, -0.071], [0.222, 0.111, 0.110], [0.015, 0.000, -0.051], [-0.030, 0.011, 0.076], [0.030, -0.018, 0.000], [0.037, 0.001, 0.061], [-0.044, -0.012, -0.034], [-0.050, -0.429, 0.456], [-0.125, -0.104, -0.106], [-0.011, 0.005, 0.038], [0.174, -0.084, -0.116], [0.038, -0.038, -0.094], [0.227, -0.276, 0.036], [-0.047, 0.027, -0.062], [-0.009, 0.035, -0.031], [0.455, -0.083, -0.593], [-0.026, -0.007, -0.026], [-0.014, -0.005, 0.100], [-0.036, -0.032, 0.070], [0.071, 0.013, -0.036], [-0.026, -0.026, -0.020], [-0.125, -0.093, -0.456], [-0.050, 0.000, -0.002], [0.142, -0.149, -0.052], [0.093, 0.001, 0.042], [0.098, -0.236, -0.058], [0.063, -0.015, -0.242], [0.009, -0.022, -0.006], [-0.197, 0.080, 0.315], [-0.058, -0.004, -0.090], [0.062, -0.064, 0.016], [-0.041, 0.043, 0.024], [-0.140, 0.021, -0.088], [0.100, -0.008, -0.035], [-0.014, -0.199, 0.087], [0.018, -0.059, -0.083], [0.024, 0.006, 0.045], [0.120, 0.043, -0.034], [-0.024, 0.017, -0.041], [0.042, 0.027, 0.001], [0.074, -0.038, -0.023], [-0.016, -0.001, -0.077], [-0.063, -0.097, 0.166], [0.130, 0.035, 0.054], [-0.024, -0.014, -0.065], [0.113, 0.031, -0.394], [-0.102, 0.114, 0.008], [-0.040, -0.078, 0.017], [0.047, 0.005, -0.012], [0.169, -0.028, 0.170], [0.017, 0.075, 0.014], [-0.010, 0.019, 0.024], [0.030, -0.068, -0.174], [-0.221, 0.174, 0.316], [0.123, -0.115, 0.126], [0.020, -0.028, -0.034], [0.027, -0.059, -0.081], [0.003, -0.025, -0.058], [0.007, 0.040, 0.017], [-0.052, -0.046, 0.048], [-0.038, 0.128, 0.088], [0.079, 0.000, 0.044], [-0.317, 0.662, -0.040], [-0.154, -0.143, 0.068], [-0.127, -0.178, -0.208], [0.052, 0.051, 0.088], [-0.155, 0.196, -0.053], [0.024, -0.108, 0.026], [-0.671, 0.097, 0.570], [-0.003, 0.056, 0.116], [-0.074, 0.030, -0.132], [-0.016, 0.003, -0.028], [0.060, -0.031, -0.037], [0.024, 0.036, -0.015], [0.069, -0.089, 0.001], [0.051, 0.043, 0.026], [-0.010, 0.012, 0.030]],
  "lowdin_spin": [0.14, 0.00, 0.00, 0.00, 0.00, 0.07, 0.00, 0.00, 0.00, 0.00, 0.00, 0.00, 0.00, 0.00, 0.00, 0.00, 0.00, 0.00, 0.00, 0.00, 0.01, 0.00, 0.00, 0.00, 0.00, 0.00, 0.00, 0.06, 0.00, 0.00, 0.01, 0.00, 0.00, 0.00, 0.00, 0.00, 0.00, 0.00, 0.00, 0.00, 0.00, 0.00, 0.00, 0.00, 0.00, 0.00, 0.00, 0.17, 0.00, 0.00, 0.00, 0.00, 0.00, 0.00, 0.00, 0.27, 0.00, 0.00, 0.00, 0.00, 0.00, 0.00, 0.00, 0.01, 0.00, 0.00, 0.00, 0.00, 0.00, 0.00, 0.00, 0.00, 0.00, 0.00, 0.00, 0.00, 0.00, 0.00, 0.00, 0.00, 0.00, 0.00, 0.00, 0.00, 0.01, 0.00, 0.00, 0.00, 0.11, 0.00, 0.00, 0.00, 0.00, 0.00, 0.00, 0.00, 0.00, 0.00, 0.00, 0.00, 0.00, 0.00, 0.00, 0.01, 0.00, 0.00, 0.00, 0.00, 0.00, 0.00, 0.00, 0.00, 0.00, 0.00, 0.00, 0.00, 0.08, 0.00, 0.00, 0.00, 0.00, 0.00, 0.00, 0.00, 0.00, 0.01, 0.00, 0.00, 0.00, 0.00, 0.00, 0.02, 0.01, 0.00, 0.00, 0.00, 0.00, 0.00, 0.00]
}

{
  "formula": "HN2O2S",
  "method": "the ωB97M-V functional and the def2-TZVPD basis",
  "e_above_lowest_kcal_mol": 15.60,
  "total_charge": 1,
  "total_energy_ha": -658.4402,
  "elements": ["S", "O", "O", "N", "N", "H"],
  "positions_angstrom": [[0.04454, -0.11509, -1.10890], [-0.12443, 1.16967, -0.28051], [1.42762, -0.54505, -1.21046], [-1.01863, -0.94069, 0.72187], [-0.97496, -1.38141, 1.71887], [0.64587, 1.81257, 0.15913]],
  "atomic_forces_ev_per_a": [[3.633, 0.602, -0.560], [2.092, 2.157, 0.712], [-2.997, 0.739, 0.314], [-0.394, -1.112, 1.248], [-0.154, 0.069, -0.098], [-2.181, -2.455, -1.615]],
  "nbo_charge": [1.82, -0.86, -0.65, -0.12, 0.20, 0.61]
}

{
  "formula": "C13H5N3O2S2",
  "method": "the ωB97M-V functional and the def2-TZVPD basis",
  "e_above_lowest_kcal_mol": 0.00,
  "smiles": "O=C1c2cccnc2C(=O)c2sc(-c3cscn3)nc21",
  "total_charge": 0,
  "total_energy_ha": -1609.5149,
  "elements": ["C", "C", "H", "H", "C", "C", "H", "N", "O", "N", "C", "C", "H", "S", "C", "N", "S", "C", "C", "C", "H", "O", "C", "C", "C"],
  "positions_angstrom": [[1.58712, 0.52481, -1.33988], [1.70898, 1.86288, -0.67383], [0.98195, 3.43522, 2.33672], [-4.07805, -5.24438, -1.77179], [0.46047, 0.92050, 1.23348], [0.63158, -0.42925, -0.84968], [-2.17254, -3.27538, 1.87298], [-0.93918, -1.21187, 0.71778], [0.17924, 0.90457, 2.43022], [-2.59589, -3.80117, -1.32459], [-2.57403, -3.60547, 0.94915], [0.02012, -0.24518, 0.38484], [2.29250, 5.18826, 1.14033], [-3.78010, -4.84135, 0.69705], [2.06912, 4.25453, 0.67273], [2.37052, 2.87179, -1.26320], [0.02439, -1.84184, -1.62157], [1.34362, 3.26119, 1.29462], [-2.09401, -3.14832, -0.19424], [-3.53656, -4.66263, -1.03179], [3.16734, 4.81711, -1.06616], [2.30434, 0.23050, -2.30684], [2.56580, 4.04415, -0.62641], [-1.11814, -2.04048, -0.29929], [1.18141, 2.03183, 0.63935]],
  "atomic_forces_ev_per_a": [[2.258, -0.369, -3.102], [-0.043, 1.880, 1.789], [0.140, -0.482, -1.088], [0.121, 0.099, 0.215], [-1.764, -1.486, 2.644], [-1.521, -0.154, 1.938], [-0.278, 0.045, 0.944], [0.524, 0.885, -1.040], [0.340, 0.231, -1.151], [-0.675, 0.160, -0.257], [-0.961, -1.068, 1.071], [0.008, -0.937, -1.226], [-0.086, 0.405, 0.395], [0.675, 0.765, -0.407], [0.235, -0.316, -1.088], [0.358, 0.042, -0.345], [-0.581, 0.292, 0.216], [0.022, -0.248, 0.979], [0.153, -0.325, -2.488], [1.430, 0.934, 0.802], [0.085, 0.011, -0.622], [-1.065, 0.668, 1.433], [-1.004, -1.873, 1.117], [1.090, 0.353, 0.949], [0.539, 0.487, -1.676]],
  "nbo_charge": [0.48, 0.13, 0.25, 0.23, 0.57, -0.33, 0.26, -0.40, -0.50, -0.41, -0.36, 0.07, 0.22, 0.40, -0.24, -0.37, 0.52, -0.12, 0.02, -0.12, 0.20, -0.48, 0.06, 0.07, -0.18]
}